1.
16
Properties=species:S:1:pos:R:3:forces:R:3 method="wB97M-V/def2-TZVPD" lumo_ev=0.4431
H -0.01443 -1.64971 0.95314 0.104 0.207 0.044
O 0.82198 -0.61538 -0.71124 0.137 -0.187 0.113
H 1.54941 -1.24608 -0.59037 -0.192 0.096 -0.085
H -2.35100 -1.44858 -0.05682 0.001 0.136 -0.066
C -1.10157 0.14738 0.70232 0.035 0.118 0.086
H -3.06820 0.16106 -0.27715 0.163 -0.061 -0.003
H 2.96317 0.60003 -1.38865 -0.016 -0.056 0.079
H -1.50274 0.07491 1.72430 0.024 0.019 -0.146
C 0.21483 -0.58521 0.78250 -0.293 -0.255 -0.005
C -2.12671 -0.40166 -0.29345 -0.007 -0.094 -0.080
H 1.04702 1.49309 -0.65366 0.065 -0.124 0.153
H 1.66825 1.12469 1.02633 0.010 -0.091 -0.037
C 1.66236 0.86271 -0.01542 0.172 0.439 0.028
H -0.96455 1.22961 0.53155 -0.020 -0.171 -0.001
O 2.92443 0.62382 -0.42278 -0.067 0.035 -0.187
H -1.72225 -0.37068 -1.31061 -0.116 -0.012 0.107

***

2.
56
Properties=species:S:1:pos:R:3:forces:R:3 method="wB97M-V/def2-TZVPD" lumo_ev=-3.0874
S -1.10156 -6.48880 0.37941 -0.069 -0.542 -0.161
O 3.38032 4.65697 -3.04725 0.960 0.387 0.185
O -0.99090 -7.39802 1.48067 0.198 0.068 0.092
H -2.55618 -1.25110 -1.53228 0.107 -0.187 0.034
H 0.92665 4.73744 3.89350 0.062 0.106 -0.026
C -4.09647 -0.19853 -0.44077 0.274 0.067 -0.231
H -0.66529 3.09221 -0.35178 -0.119 -0.140 -0.164
C 1.47619 3.54735 -2.16114 -0.850 -0.473 -0.082
S -1.29731 -4.15418 1.67073 -0.002 0.044 0.332
C -0.50399 2.72823 0.65947 -0.029 0.089 0.162
C -2.64229 -0.52803 -0.72635 -0.470 0.353 -0.285
N 1.40320 2.08136 -2.43910 0.439 -0.269 -0.240
O -2.56389 -3.65697 1.20926 -0.041 0.234 -0.250
H -4.72404 -0.54856 -1.25345 -0.182 -0.032 0.008
O 2.51044 -1.02068 0.55765 -0.245 0.084 0.173
C -0.20896 -2.67732 1.59996 0.358 0.107 0.030
C 0.28985 3.77035 1.46451 0.027 -0.016 0.175
Br 1.48396 4.19942 -4.95223 -0.122 -0.089 -0.219
O -1.23063 -4.56932 3.04044 0.127 0.015 0.028
H 0.47486 3.96287 -2.24543 -0.090 0.099 0.244
H 0.99376 1.32753 1.28783 0.036 -0.116 0.083
N 2.79743 1.00204 -0.95087 -0.338 0.428 0.344
H 0.65608 4.57097 0.81703 0.020 0.096 -0.060
O -0.38401 0.07432 -2.87405 0.352 0.026 0.312
F -0.69586 -1.72465 2.41803 -0.186 0.123 -0.123
F -0.14933 -8.29469 -1.22620 -0.007 -0.046 -0.025
H 1.16494 3.31518 1.93670 0.106 -0.085 -0.025
C 2.31953 4.19580 -3.22469 -0.409 -0.094 -0.129
H -0.38816 0.79406 -3.51100 -0.223 -0.204 -0.242
B -0.69744 0.50753 -1.60545 -0.375 0.053 -0.488
H -0.74493 4.65627 4.45557 -0.156 0.023 -0.002
C 1.53348 1.27521 -1.30870 0.240 -0.828 0.285
S 3.40953 0.01333 0.28509 0.679 -0.672 -0.873
H -4.19867 0.88135 -0.38298 -0.082 0.107 0.154
N 0.47434 0.76354 -0.67159 -0.776 1.968 -0.710
C -0.02684 4.21749 3.77383 0.293 -0.076 -0.005
H 3.54282 1.41004 -1.50284 0.069 0.156 0.130
H 2.06231 1.80437 -3.16117 0.023 0.067 -0.047
O 4.75189 -0.13749 -0.11999 -0.060 0.029 0.285
C 0.09203 1.32114 0.67908 0.870 -0.709 0.432
H -4.42030 -0.64605 0.49191 -0.083 -0.096 0.055
F 1.38305 -7.07706 -0.29826 -0.023 -0.044 -0.037
F 0.19221 -6.26878 -1.91378 -0.002 -0.050 -0.024
H -1.48032 2.67814 1.13253 -0.179 0.046 -0.116
H 1.90447 3.75606 -1.18478 0.126 0.092 0.066
F 1.04462 -2.89781 1.98207 0.017 -0.255 0.006
H -0.56720 0.59449 1.13596 -0.115 -0.111 -0.092
F -0.16350 -2.15241 0.35607 -0.018 0.108 -0.041
F 3.38636 1.02046 1.44745 -0.128 0.269 0.173
O -0.52730 4.34593 2.45904 -0.157 0.108 -0.070
N -0.49674 -5.03988 0.64767 -0.437 -0.062 0.207
O -2.33761 -6.49328 -0.34609 -0.016 0.199 -0.170
H 0.13168 3.16860 4.03600 -0.090 -0.099 0.060
O -1.95927 0.70988 -1.17867 0.484 -0.474 0.649
C 0.15931 -7.06050 -0.83538 0.146 0.292 0.075
H -2.12631 -0.89582 0.14880 0.067 -0.077 0.161

***

3.
27
Properties=species:S:1:pos:R:3:forces:R:3 method="wB97M-V/def2-TZVPD" lumo_ev=-3.2606 charge=+1
C 1.05583 0.49088 -0.02856 0.478 -2.203 1.731
C -2.40765 0.22988 0.06588 -0.195 -0.357 -0.317
H 2.69219 -0.73543 -1.04171 -0.253 0.544 1.602
C -3.76246 0.62772 -0.19622 -0.147 1.187 0.100
H -4.31578 0.52629 0.73927 -0.271 -0.002 -0.198
H 1.52845 2.52486 0.69014 0.205 -0.674 0.267
C 1.09043 1.58799 1.07498 -0.030 -1.345 0.552
H -3.80379 1.72456 -0.50372 -0.147 -1.603 0.030
H 0.05646 1.80753 1.30332 -0.218 0.221 0.508
H 0.81209 0.54627 -2.17136 -0.614 0.708 0.832
H -1.06452 -2.31471 -1.08631 -0.633 -0.169 0.132
H 2.52144 -0.98439 0.77822 0.458 -0.350 0.416
C -0.03441 -0.58878 0.39526 2.580 0.161 1.262
H 3.15651 0.65608 0.15578 -0.638 -2.321 -0.294
C 0.80613 1.22808 -1.26149 -0.388 -1.464 -3.087
H 0.29482 -3.05868 -0.38081 -0.769 1.571 -0.638
C -1.35063 -0.31549 0.19067 -2.318 1.838 -0.460
N 0.18630 -1.13596 1.60909 1.201 -0.277 0.068
H -0.55238 -1.72563 1.91292 -0.419 -0.418 0.693
C 2.46113 -0.27484 -0.01505 -0.004 3.329 -2.244
N -0.12272 -2.15978 -0.77583 2.309 -1.033 -0.505
H -4.11468 -0.10675 -0.93591 -0.399 0.719 0.046
H 1.12885 -1.43779 1.85914 -0.611 0.263 0.007
H 1.61640 1.13357 1.95161 -0.476 1.025 -0.456
H -0.00005 1.96811 -1.30067 0.015 -0.468 0.238
H 0.39996 -1.92903 -1.62584 0.024 -0.224 0.152
H 1.72210 1.71544 -1.40278 1.261 1.342 -0.437

***

4.
92
Properties=species:S:1:pos:R:3:forces:R:3 method="wB97M-V/def2-TZVPD" lumo_ev=-1.7986
N 0.98145 -3.55969 2.91896 0.148 0.055 0.502
H -2.06576 -0.99900 -1.80460 0.088 0.009 -0.001
N 1.12598 -1.56370 1.98083 -0.303 -0.292 -0.774
C -3.01440 -5.29150 -0.52259 0.015 0.021 0.025
C -4.42047 0.15670 -1.39302 -0.048 0.016 0.067
C 3.32736 -3.07274 -0.72971 -0.455 0.358 -0.106
C 1.32710 -2.29887 3.09259 0.053 0.330 -0.361
H -4.92686 -0.75515 -1.09676 -0.019 0.020 0.001
C 0.32821 -1.10961 -4.62745 0.015 -0.016 0.112
H 5.37980 -3.95256 1.81630 0.000 -0.030 -0.006
H 4.57698 -4.76773 -0.37622 -0.038 -0.015 0.036
H -2.79110 -6.13120 0.12251 0.003 -0.005 -0.010
H 0.35744 2.32733 4.86260 0.022 -0.058 -0.174
H 1.36017 -1.47652 -4.65422 -0.036 0.000 -0.071
C -4.31050 -4.30283 -2.28767 -0.007 0.019 -0.057
H 2.25456 3.95181 4.42524 -0.015 0.029 0.071
C -4.13986 1.98009 -2.93107 0.012 0.053 0.008
C 1.30483 4.07644 2.48613 -0.067 -0.325 -0.213
C -4.78785 0.81113 -2.55868 -0.005 -0.051 0.011
N -0.71462 2.27940 -3.42467 0.524 0.096 -0.040
H -2.70135 0.66311 1.44986 -0.027 -0.042 0.044
H -0.27518 -2.60869 -3.48987 -0.013 -0.020 0.004
H -4.60134 -6.29672 -1.55841 -0.017 0.009 0.019
C -1.71639 -1.79631 -1.14946 -0.026 -0.004 0.321
H 0.87121 5.07717 4.33844 -0.014 -0.042 0.013
H -3.77333 -2.29804 -2.83858 0.006 0.006 0.013
O -0.40093 -0.14097 0.37387 -0.123 0.069 -0.603
N 2.15039 1.45783 5.16736 0.011 0.411 -0.103
N 2.32351 1.55652 3.89392 0.146 0.040 -0.009
I 4.20448 1.06816 -0.82376 0.137 -0.288 -0.082
H -3.80717 -0.67596 1.04486 -0.009 -0.003 0.033
O 1.15152 1.49131 -0.48270 -0.538 0.214 -0.500
C -2.74754 1.83220 -0.97904 -0.250 -0.147 0.162
P 2.68137 3.47376 1.40026 0.393 0.888 -0.101
H -2.60661 3.39350 -2.44214 -0.227 -0.152 0.044
H -0.88261 4.38015 -2.11153 0.071 -0.001 -0.003
N 1.84212 -1.81084 4.25620 0.166 -0.256 0.066
C 3.40309 -1.34744 1.00320 -1.653 0.648 -1.812
H 2.93201 -3.44441 -1.66793 0.076 -0.090 0.009
O -0.57677 -2.15456 -4.28268 -0.002 0.043 -0.032
C 1.74047 4.68604 3.80983 0.088 0.002 -0.031
C 0.21413 0.10203 -3.73234 -0.218 -0.356 0.128
O 2.81587 1.93928 1.52023 0.026 0.168 -0.146
H -0.60537 3.58811 -0.53637 0.136 0.151 -0.004
C -3.01190 -0.03165 0.66771 0.249 -0.289 -0.132
H -0.67158 -2.00785 -1.36074 0.107 -0.081 -0.015
H 4.69157 4.22896 1.41522 -0.100 -0.054 0.046
W 1.88032 0.38119 0.87693 -0.157 -1.072 3.464
P 0.08915 2.69549 2.72273 -0.397 -0.252 0.037
C 2.04542 -0.46958 4.37885 0.049 0.174 -0.367
H -5.09769 -4.37219 -3.02732 0.001 -0.012 0.000
H -1.46664 -4.05568 0.31257 0.008 -0.071 0.021
C -0.12237 2.40201 -2.25026 0.225 0.221 -0.205
C 1.52027 -0.94716 -1.92836 0.441 0.096 0.817
O -1.25744 3.21234 2.07129 -0.189 0.014 -0.078
H -4.43668 2.50229 -3.83141 0.015 -0.013 -0.017
H 4.67950 -1.77295 2.67454 -0.073 0.026 0.014
C -3.57221 -3.13327 -2.17830 0.014 0.004 0.023
C 4.27918 -2.11782 1.72821 0.457 0.396 0.542
S -1.54146 -1.13584 0.54065 -0.113 0.187 -0.052
O 0.61163 5.05338 1.71435 0.014 0.259 0.193
H 2.41853 5.51144 3.60251 0.004 -0.006 -0.007
C 4.68986 -3.35830 1.23322 -0.138 0.338 -0.091
C -4.03229 -5.38106 -1.46211 -0.022 -0.056 0.002
C -0.56044 1.16313 -4.13712 0.056 -0.004 -0.019
H 1.00790 5.04869 0.82184 -0.001 -0.093 -0.018
C -0.22498 3.71973 -1.55187 0.048 -0.072 0.095
N 2.28707 0.33158 3.33446 0.049 0.213 0.199
C 4.22956 -3.81847 0.00990 0.181 -0.178 -0.090
C -2.27352 -4.12562 -0.40865 -0.028 0.088 -0.041
H -1.09528 1.13228 -5.08019 0.101 -0.049 -0.057
N 1.95342 -0.97618 -0.71630 0.166 -0.121 -0.801
C -3.11475 2.48572 -2.14498 -0.404 0.158 0.136
C -3.40495 0.66901 -0.58873 -0.012 0.149 -0.080
H -5.58652 0.41377 -3.17209 -0.004 -0.007 0.003
O -0.35379 2.55453 4.22483 0.245 0.092 0.146
H -1.41695 4.16292 2.16303 0.186 -0.037 -0.058
N 1.97073 0.19194 5.52110 -0.036 -0.462 0.113
H 0.76617 4.16196 -1.47731 0.030 0.038 0.051
N 0.57596 -3.62941 1.65234 -0.124 0.058 -0.265
O 0.36010 1.38891 2.02832 0.223 0.401 0.117
C 0.79067 0.15528 -2.44239 -0.791 1.038 -0.240
N 0.66053 -2.48882 1.08752 -0.244 -0.035 -0.061
H -1.95410 2.21453 -0.35032 -0.124 -0.052 0.049
O 3.98200 4.10352 2.06296 -0.017 -0.303 0.118
H 1.77530 -1.77660 -2.57781 0.097 -0.039 -0.024
C -2.55295 -3.03764 -1.23694 -0.030 -0.072 0.075
H 1.70889 -2.35193 5.09385 -0.027 -0.007 -0.002
O 2.41972 4.00789 0.05146 -0.085 0.127 -0.057
C 2.90054 -1.86194 -0.20608 1.430 -1.353 0.614
H 0.05896 -0.81853 -5.64121 0.040 -0.001 -0.001
C 0.60748 1.33898 -1.68163 0.651 -0.748 -0.545